38
Properties=species:S:1:pos:R:3:forces:R:3 method="wB97M-V/def2-TZVPD" e_homo_ev=-9.182 e_lumo_ev=0.5 energy_ev=-27104.9335 fmax_ev_per_a=2.73 gap_ev=9.70 smiles="Cc1ccc(C(N)=O)c(F)c1.CNC(=O)CNC(C)=O"
O 0.659 -0.961 4.685 0.487 0.816 1.005
O -1.057 -1.995 -4.833 -0.252 0.149 0.257
O 0.005 -1.220 -0.494 -0.115 0.205 -0.289
F -1.941 1.067 2.233 0.496 0.125 0.252
C 0.021 -0.420 3.797 0.902 -2.553 0.346
C 0.163 -1.944 -4.903 -0.702 -0.532 -0.909
C -0.198 -1.513 -1.670 0.546 -0.155 1.058
C 1.106 1.785 4.163 -0.293 0.435 -0.263
C 1.198 3.165 3.959 -0.270 -0.673 -0.045
C -0.795 3.092 2.612 -0.042 -0.392 0.036
C -0.895 1.709 2.803 0.898 0.948 0.460
C 0.068 1.035 3.580 -0.833 0.698 -0.594
C 0.251 3.830 3.175 -0.079 -0.435 -0.015
N -0.634 -1.288 2.972 -0.689 1.306 -1.228
N -0.923 -2.581 -2.019 -0.251 -0.516 -0.940
N 0.923 -1.379 -3.966 0.783 0.601 1.077
C 0.886 -2.559 -6.078 -0.027 0.113 0.052
C 0.349 5.315 2.955 -0.020 -0.055 -0.129
C -1.560 -3.497 -1.075 0.290 0.550 0.095
C 0.431 -0.655 -2.782 -0.400 -0.428 -0.478
H 1.853 1.284 4.775 -0.305 -0.101 -0.180
H 2.013 3.718 4.417 -0.083 -0.047 -0.085
H -1.550 3.588 2.010 0.036 -0.057 0.018
H -0.353 -2.257 3.070 -0.055 0.445 -0.029
H -0.888 -0.939 2.050 -0.024 -0.541 0.200
H -1.098 -2.711 -3.010 -0.147 0.108 0.174
H 1.921 -1.415 -4.101 -0.058 0.008 0.081
H 0.152 -2.983 -6.762 0.082 0.072 0.138
H 1.551 -3.344 -5.724 0.149 -0.030 -0.091
H 1.459 -1.790 -6.592 0.157 -0.073 -0.085
H -0.117 5.597 2.005 0.039 0.023 0.184
H -0.157 5.848 3.765 0.062 0.041 -0.102
H 1.396 5.632 2.930 -0.174 -0.006 0.051
H -2.323 -2.964 -0.505 0.008 -0.117 0.069
H -0.816 -3.891 -0.381 -0.086 0.019 -0.005
H -2.026 -4.324 -1.612 0.124 0.194 -0.061
H 1.253 -0.091 -2.343 -0.099 -0.201 -0.003
H -0.329 0.057 -3.107 -0.058 0.056 -0.024

14
Properties=species:S:1:pos:R:3:forces:R:3 method="wB97M-V/def2-TZVPD" e_homo_ev=-9.559 e_lumo_ev=0.8 de_lowest_kj_mol=55.5 energy_ev=-8268.7510 fmax_ev_per_a=2.51 gap_ev=10.34 smiles="C[C@@H](N)C(N)=O"
C -1.692 -0.624 0.130 -0.097 -0.143 -0.776
C -0.659 0.485 0.161 1.574 0.098 0.431
C 0.713 -0.078 -0.397 0.169 -0.769 1.436
H -1.431 -1.387 0.852 0.256 -0.404 -0.091
H -1.821 -1.042 -0.894 0.217 0.016 0.737
H -2.663 -0.281 0.434 -0.445 0.498 0.148
H -0.903 1.305 -0.505 -0.428 0.214 -0.033
H 0.147 0.359 1.996 0.331 -0.069 0.295
H 0.018 1.905 1.471 -0.255 -0.704 0.238
H 1.512 -1.049 -2.012 -1.440 1.482 0.438
H -0.165 -0.483 -2.283 2.085 0.428 1.336
N -0.481 1.005 1.546 -0.266 0.458 -1.492
N 0.757 -0.344 -1.750 -0.314 -1.645 -1.091
O 1.650 -0.332 0.375 -1.386 0.540 -1.576

14
Properties=species:S:1:pos:R:3:forces:R:3 method="wB97M-V/def2-TZVPD" e_homo_ev=-9.788 e_lumo_ev=0.0 de_lowest_kj_mol=501.6 energy_ev=-10748.8768 fmax_ev_per_a=5.61 gap_ev=9.78 smiles="NC(N)C[N+](=O)[O-]"
C -1.200 0.461 -0.657 4.450 -3.393 -0.441
C -0.083 0.037 0.454 0.419 0.069 -0.187
N 1.043 0.950 0.241 -0.464 0.489 -1.342
N 0.344 -1.342 0.434 1.991 1.202 -3.007
N -2.433 0.113 -0.040 -3.723 0.591 -0.379
O -3.061 0.958 0.599 1.140 -0.458 -0.178
O -2.892 -1.016 -0.250 1.131 0.736 0.307
H -0.740 1.448 -0.801 -1.989 0.259 -0.376
H -1.000 -0.372 -1.480 -0.720 2.370 1.297
H -0.562 0.206 1.448 0.626 0.245 -0.610
H 1.535 0.906 -0.688 -0.893 -0.345 1.475
H 1.707 0.978 0.985 0.331 -0.308 0.330
H 0.463 -1.691 -0.560 -0.049 0.578 1.633
H -0.282 -1.921 0.854 -2.249 -2.034 1.477